Entry 1:
Below is a structure of composition C44H51CrNP2Si at a distorted geometry, with properties calculated with wB97M-V/def2-TZVPD.

Calculated values
E_HOMO (alpha / beta) = -6.24 / -6.32 eV
energy above the lowest of the compared OMol25 structures with the same formula, charge and spin = 20.7 kcal per mole
LUMO level (alpha / beta) = 0.000 / -0.002 hartree
expectation value of S² = 6.11
orbital gap (alpha / beta) = 6.24 / 6.27 eV
2S+1 = 5
charge = 0
electronic energy = -3778.4690 hartree

Cartesian coordinates (Å):
Cr -1.047 -0.914 1.130
C 5.108 0.696 0.128
C 4.273 1.703 -0.136
C 3.731 2.190 -1.439
C 2.642 1.324 -2.085
C 3.217 0.166 -2.876
C 4.507 -0.188 -2.973
C 5.741 0.314 -2.319
C 5.852 -0.149 -0.859
C -1.702 -2.548 2.339
H 5.340 0.447 1.182
H 3.911 2.288 0.719
H 4.485 2.386 -2.197
H 3.276 3.159 -1.237
H 1.983 0.913 -1.316
H 2.049 1.962 -2.762
H 2.471 -0.467 -3.394
H 4.726 -1.093 -3.575
H 5.959 1.374 -2.341
H 6.588 -0.127 -2.830
H 5.580 -1.208 -0.744
H 6.914 -0.209 -0.581
H -0.775 -3.050 2.678
H -2.286 -3.344 1.842
H -2.222 -2.204 3.249
P -2.073 1.198 1.610
P -2.912 -0.295 -0.882
C -1.854 1.994 0.009
C -2.375 1.418 -1.087
C -3.343 2.505 2.185
C -3.459 3.786 1.591
C -4.364 4.757 2.062
C -5.222 4.468 3.130
C -5.129 3.200 3.717
C -4.216 2.239 3.255
C -0.535 1.923 2.268
C 0.666 1.402 1.763
C 1.859 1.979 2.156
C 1.861 2.949 3.160
C 0.662 3.505 3.622
C -0.557 3.001 3.150
C -4.726 0.228 -1.372
C -5.391 1.205 -0.610
C -6.635 1.705 -1.014
C -7.263 1.231 -2.175
C -6.584 0.302 -2.962
C -5.330 -0.179 -2.564
C -2.470 -0.899 -2.555
C -2.759 -2.254 -2.807
C -2.488 -2.804 -4.062
C -1.920 -2.001 -5.064
C -1.665 -0.648 -4.827
C -1.923 -0.100 -3.565
H -1.371 2.970 -0.008
H -2.612 1.967 -2.011
H -2.852 4.100 0.750
H -4.401 5.740 1.595
H -5.951 5.219 3.478
H -5.794 2.974 4.554
H -4.171 1.271 3.754
H 0.678 0.586 1.012
H 2.795 1.676 1.692
H 2.805 3.265 3.603
H 0.632 4.330 4.335
H -1.509 3.434 3.443
H -4.916 1.618 0.284
H -7.131 2.466 -0.418
H -8.253 1.595 -2.462
H -7.037 -0.057 -3.880
H -4.821 -0.859 -3.241
H -3.203 -2.864 -2.018
H -2.706 -3.858 -4.243
H -1.667 -2.442 -6.028
H -1.239 -0.011 -5.611
H -1.681 0.946 -3.388
C 0.449 -3.781 -1.232
Si 1.780 -3.394 -0.046
C 2.472 -4.887 0.868
C 3.259 -3.335 -1.332
N 1.069 -1.960 1.021
C 2.040 -1.763 1.973
C 1.804 -1.238 3.292
C 2.865 -1.103 4.193
C 4.131 -1.615 3.876
C 4.392 -2.144 2.605
C 3.381 -2.184 1.673
H 0.816 -4.639 -1.826
H 0.264 -2.932 -1.905
H -0.459 -4.061 -0.691
H 2.416 -5.764 0.209
H 3.537 -4.801 1.135
H 1.940 -5.148 1.785
H 3.709 -2.380 -1.635
H 4.070 -4.026 -1.047
H 2.821 -3.784 -2.233
H 0.786 -0.992 3.597
H 2.685 -0.638 5.167
H 4.927 -1.599 4.618
H 5.390 -2.519 2.316
H 3.686 -2.612 0.693

Results of the Mulliken charge analysis, in e, for atoms 1 through 5: -0.260, -0.232, -0.592, -1.464, 0.223

Entry 2:
Below is a structure of composition C44H52F3N4O2TeY, with properties calculated with wB97M-V/def2-TZVPD.

Calculated values
E_HOMO (alpha / beta) = -4.29 / -4.28 eV
energy above the lowest of the compared OMol25 structures with the same formula, charge and spin = 12.1 kcal per mole
LUMO level (alpha / beta) = 0.081 / 0.081 hartree
expectation value of S² = 0.76
orbital gap (alpha / beta) = 6.50 / 6.48 eV
2S+1 = 2
charge = -1
electronic energy = -2683.3422 hartree

Cartesian coordinates (Å):
Y -1.575 0.874 1.346
N 0.563 2.365 4.881
C 0.088 2.083 3.652
O -0.999 1.494 3.548
C 0.937 2.459 2.468
C 0.896 1.351 1.409
H -0.003 2.149 5.684
H 1.429 2.856 4.993
H 1.933 2.751 2.842
H 0.471 3.364 2.060
H 1.475 0.483 1.755
H 1.356 1.715 0.489
C -2.841 4.488 -0.386
C -2.024 3.385 0.230
O -1.968 3.256 1.508
N -1.395 2.533 -0.518
Te 0.699 3.199 -2.508
C 2.131 3.380 -4.084
C 2.026 2.643 -5.270
C 0.897 1.687 -5.540
C 3.007 2.792 -6.252
C 4.075 3.660 -6.101
C 5.129 3.800 -7.167
C 4.148 4.404 -4.930
C 3.200 4.278 -3.923
C 3.359 5.109 -2.676
C 0.822 1.085 -2.372
C -0.295 0.277 -2.605
C -1.659 0.780 -2.999
C -0.152 -1.110 -2.502
C 1.061 -1.707 -2.213
C 1.215 -3.202 -2.167
C 2.154 -0.881 -1.978
C 2.057 0.502 -2.036
C 3.286 1.312 -1.723
H -3.756 4.613 0.190
H -3.079 4.266 -1.425
H -2.261 5.413 -0.346
H -0.046 2.072 -5.147
H 1.069 0.722 -5.059
H 0.791 1.519 -6.613
H 2.921 2.213 -7.166
H 4.876 3.212 -8.049
H 6.101 3.458 -6.804
H 5.243 4.841 -7.474
H 4.971 5.100 -4.793
H 4.266 5.711 -2.732
H 3.410 4.475 -1.788
H 2.513 5.784 -2.531
H -1.678 1.855 -3.153
H -2.392 0.551 -2.224
H -1.982 0.287 -3.919
H -1.023 -1.734 -2.680
H 0.266 -3.704 -2.357
H 1.582 -3.528 -1.192
H 1.935 -3.540 -2.916
H 3.110 -1.328 -1.724
H 4.093 0.657 -1.396
H 3.078 2.026 -0.923
H 3.633 1.877 -2.590
C -6.814 1.075 0.177
C -6.305 0.519 1.343
C -4.928 0.439 1.532
C -3.986 0.918 0.604
C -4.555 1.473 -0.555
C -5.927 1.549 -0.780
H -7.885 1.133 0.015
H -6.983 0.138 2.101
H -4.579 -0.039 2.447
H -3.901 1.874 -1.328
H -6.307 1.981 -1.702
C -2.278 -2.850 6.189
N -1.086 -2.454 5.476
C -0.044 -3.450 5.455
C -1.289 -1.690 4.255
C -1.883 -2.341 3.013
C -2.235 -3.686 2.989
C -2.760 -4.266 1.836
C -2.937 -3.486 0.707
C -2.588 -2.134 0.755
C -2.051 -1.507 1.886
H -2.018 -3.097 7.223
H -2.805 -3.717 5.764
H -2.981 -2.016 6.206
H 0.228 -3.714 6.482
H 0.840 -3.036 4.969
H -0.300 -4.385 4.931
H -0.321 -1.264 3.967
H -1.917 -0.833 4.512
H -2.106 -4.306 3.867
H -3.035 -5.315 1.834
H -3.357 -3.914 -0.197
H -2.776 -1.548 -0.145
F 3.187 -6.268 4.061
C 2.775 -6.227 2.779
F 3.853 -6.533 2.024
F 1.892 -7.224 2.615
C 2.209 -4.887 2.411
C 1.105 -4.784 1.586
C 0.646 -3.512 1.262
N 1.217 -2.398 1.705
C 2.279 -2.516 2.497
C 2.818 -3.732 2.881
H 0.593 -5.660 1.217
H -0.239 -3.385 0.650
H 2.717 -1.586 2.846
H 3.677 -3.778 3.537

Results of the Mulliken charge analysis, in e, for atoms 1 through 5: 0.017, -0.430, 0.646, -0.606, -0.315